[1]
Entry from the OMol25 dataset: a 15-piece molecular cluster, C30H70O25 overall at a distorted geometry (ωB97M-V/def2-TZVPD).

Positions of all 125 atoms, in Å:
C: 13.328 23.113 4.613
C: 13.503 24.070 5.749
C: 12.554 23.862 6.946
O: 13.422 23.900 8.081
C: 14.709 23.995 7.679
O: 15.612 24.143 8.433
O: 14.800 23.923 6.338
H: 13.519 22.085 4.919
H: 13.987 23.393 3.789
H: 12.317 23.192 4.205
H: 13.397 25.103 5.405
H: 12.051 22.895 6.909
H: 11.817 24.654 7.054
C: 17.074 18.967 2.788
C: 16.977 19.215 4.264
C: 16.964 20.712 4.652
O: 15.847 20.816 5.540
C: 15.140 19.678 5.539
O: 14.140 19.547 6.181
O: 15.724 18.735 4.784
H: 16.295 19.454 2.205
H: 17.017 17.896 2.574
H: 18.067 19.296 2.473
H: 17.815 18.739 4.778
H: 16.735 21.334 3.783
H: 17.881 21.046 5.123
C: 12.075 18.054 8.195
C: 10.969 17.473 9.033
C: 11.362 17.260 10.521
O: 10.376 17.995 11.244
C: 9.525 18.612 10.394
O: 8.622 19.300 10.734
O: 9.848 18.345 9.106
H: 12.962 17.422 8.270
H: 12.321 19.076 8.479
H: 11.805 18.057 7.137
H: 10.699 16.498 8.620
H: 12.352 17.655 10.740
H: 11.296 16.206 10.782
C: 22.507 24.947 3.533
C: 22.429 23.447 3.550
C: 22.269 22.831 4.959
O: 21.186 21.922 4.811
C: 20.589 22.108 3.621
O: 19.569 21.572 3.317
O: 21.274 22.963 2.849
H: 21.579 25.404 3.875
H: 22.790 25.326 2.551
H: 23.302 25.275 4.209
H: 23.330 23.031 3.092
H: 22.022 23.589 5.704
H: 23.164 22.302 5.275
C: 17.443 24.249 3.454
C: 18.249 25.441 3.891
C: 17.443 26.740 4.111
O: 17.695 27.104 5.461
C: 18.480 26.180 6.059
O: 18.847 26.235 7.187
O: 18.784 25.184 5.200
H: 16.653 23.978 4.159
H: 18.111 23.411 3.280
H: 16.911 24.454 2.519
H: 19.061 25.646 3.193
H: 16.368 26.617 3.971
H: 17.794 27.515 3.430
C: 13.907 17.015 2.557
O: 14.184 17.709 1.351
H: 13.420 16.045 2.458
H: 14.863 16.813 3.049
H: 13.339 17.653 3.232
H: 13.889 17.211 0.584
C: 15.554 20.721 9.281
O: 15.372 19.390 8.805
H: 16.103 21.328 8.557
H: 14.603 21.185 9.554
H: 16.197 20.667 10.158
H: 14.912 19.382 7.960
C: 19.228 22.784 8.152
O: 18.143 23.078 9.005
H: 19.749 21.943 8.599
H: 18.877 22.523 7.141
H: 19.878 23.654 8.009
H: 17.558 23.755 8.648
C: 18.890 18.456 8.110
O: 19.609 17.501 8.851
H: 18.387 18.072 7.224
H: 18.157 18.945 8.757
H: 19.518 19.319 7.832
H: 19.979 16.848 8.251
C: 18.601 18.112 -0.643
O: 18.822 19.243 -1.456
H: 19.441 17.410 -0.677
H: 18.438 18.400 0.401
H: 17.698 17.645 -1.031
H: 19.457 19.856 -1.060
C: 21.071 20.187 0.819
O: 20.688 21.020 -0.289
H: 21.572 19.273 0.486
H: 21.726 20.751 1.482
H: 20.180 19.880 1.360
H: 21.506 21.219 -0.754
C: 21.202 17.990 4.421
O: 20.113 17.303 5.012
H: 22.121 17.401 4.451
H: 20.979 18.323 3.403
H: 21.378 18.904 4.995
H: 19.646 16.826 4.321
C: 13.427 21.116 1.907
O: 13.572 20.396 0.694
H: 13.029 20.490 2.713
H: 14.388 21.540 2.225
H: 12.727 21.931 1.728
H: 13.922 19.524 0.923
C: 16.771 15.071 0.642
O: 17.256 14.512 1.835
H: 17.496 15.016 -0.171
H: 15.862 14.590 0.262
H: 16.537 16.142 0.743
H: 16.511 14.313 2.405
C: 16.956 21.682 0.164
O: 17.972 22.698 0.203
H: 16.009 22.121 0.470
H: 16.847 21.234 -0.824
H: 17.268 20.916 0.872
H: 18.784 22.258 0.472

Properties
- E_LUMO: -0.0022 Ha

[2]
Entry from the OMol25 dataset: C30H71AlBr2O14P3 as an isolated structure at a distorted geometry (ωB97M-V/def2-TZVPD).

Positions of all 121 atoms, in Å:
C: -2.655 -2.812 3.259
C: -3.894 -2.337 2.516
O: -4.184 -0.967 2.809
P: -5.160 -0.591 3.990
O: -4.772 -1.096 5.318
C: -5.269 1.186 3.901
C: -3.965 1.851 4.405
C: -3.515 3.055 3.547
Al: -2.648 2.774 1.770
C: -2.234 4.638 1.026
Br: -3.822 5.707 0.941
C: -1.090 5.191 0.657
C: 0.246 4.485 0.672
Br: -0.930 7.006 0.044
P: -4.129 1.610 0.316
C: -3.231 1.079 -1.220
C: -4.176 0.479 -2.266
C: -5.465 2.746 -0.300
C: -6.802 2.021 -0.588
P: -0.772 1.310 1.951
O: -1.199 0.081 2.672
O: -0.143 0.898 0.499
O: 0.572 1.914 2.668
O: -6.605 -1.169 3.584
C: -7.030 -1.149 2.214
C: -7.589 -2.513 1.811
H: -2.671 -2.452 4.286
H: -2.638 -3.907 3.258
H: -1.754 -2.453 2.765
H: -4.758 -2.976 2.731
H: -3.723 -2.369 1.436
H: -5.531 1.546 2.904
H: -6.115 1.397 4.564
H: -3.174 1.103 4.502
H: -4.152 2.210 5.423
H: -4.391 3.675 3.310
H: -2.864 3.677 4.175
H: 0.989 5.061 0.125
H: 0.186 3.508 0.192
H: 0.618 4.371 1.691
H: -2.551 0.293 -0.875
H: -2.638 1.879 -1.681
H: -4.824 1.247 -2.695
H: -3.630 -0.022 -3.070
H: -4.833 -0.253 -1.785
H: -5.145 3.264 -1.210
H: -5.625 3.503 0.467
H: -7.102 2.121 -1.634
H: -6.744 0.961 -0.333
H: -7.610 2.447 0.014
H: -0.551 1.433 -0.197
H: 0.362 2.111 3.593
H: -7.797 -0.375 2.112
H: -6.201 -0.859 1.565
H: -7.357 -3.232 2.601
H: -8.675 -2.498 1.711
H: -7.140 -2.889 0.892
C: 2.536 0.467 -2.439
O: 3.936 0.678 -2.360
C: 4.326 2.021 -2.583
C: 4.579 2.759 -1.286
O: 3.398 2.910 -0.527
C: 3.283 1.968 0.532
H: 2.337 -0.530 -2.051
H: 1.986 1.194 -1.838
H: 2.193 0.520 -3.478
H: 3.567 2.553 -3.167
H: 5.250 1.999 -3.171
H: 4.960 3.761 -1.513
H: 5.342 2.231 -0.702
H: 3.976 2.226 1.341
H: 3.490 0.953 0.185
H: 2.266 2.011 0.910
C: 6.855 -0.350 0.399
O: 8.196 -0.721 0.666
C: 9.110 0.356 0.544
C: 9.501 0.928 1.888
O: 8.406 1.542 2.546
C: 7.813 0.736 3.546
H: 6.213 -1.169 0.716
H: 6.572 0.556 0.942
H: 6.706 -0.184 -0.674
H: 8.686 1.143 -0.089
H: 10.006 -0.028 0.046
H: 10.264 1.698 1.735
H: 9.934 0.140 2.513
H: 8.458 0.671 4.430
H: 7.607 -0.273 3.180
H: 6.875 1.210 3.829
C: -9.343 -6.628 -3.222
O: -8.107 -7.218 -2.869
C: -7.051 -6.282 -2.725
C: -6.780 -5.948 -1.275
O: -7.870 -5.271 -0.675
C: -8.676 -6.095 0.144
H: -10.111 -7.390 -3.104
H: -9.581 -5.776 -2.580
H: -9.334 -6.295 -4.266
H: -7.275 -5.365 -3.279
H: -6.152 -6.730 -3.159
H: -5.911 -5.285 -1.224
H: -6.541 -6.861 -0.719
H: -8.162 -6.337 1.081
H: -8.949 -7.024 -0.364
H: -9.580 -5.534 0.375
C: 10.604 0.384 -5.812
O: 9.318 0.630 -5.280
C: 8.913 -0.316 -4.304
C: 9.081 0.212 -2.897
O: 10.447 0.425 -2.571
C: 10.842 1.780 -2.647
H: 10.891 1.265 -6.383
H: 11.341 0.212 -5.023
H: 10.592 -0.482 -6.483
H: 9.474 -1.249 -4.419
H: 7.854 -0.533 -4.473
H: 8.687 -0.527 -2.192
H: 8.510 1.138 -2.774
H: 10.429 2.356 -1.811
H: 10.525 2.241 -3.586
H: 11.929 1.805 -2.587

Properties
- E_LUMO: 0.0712 Ha
- Charge: -1

[3]
Entry from the OMol25 dataset: a 5-piece molecular cluster, C30H71N overall at a distorted geometry (ωB97M-V/def2-TZVPD).

Positions of all 102 atoms, in Å:
C: 0.301 5.138 -0.080
C: -0.287 4.673 1.166
N: -1.529 3.877 0.995
C: -1.747 2.731 1.900
C: -1.983 3.060 3.471
C: -2.757 4.703 0.858
C: -3.865 4.189 0.092
H: 0.440 4.486 -0.904
H: 1.258 5.465 0.267
H: -0.440 5.693 -0.470
H: -0.452 5.685 1.849
H: 0.332 3.777 1.628
H: -0.829 2.224 1.711
H: -2.703 2.199 1.603
H: -2.740 3.654 3.448
H: -1.203 3.769 3.853
H: -2.023 2.215 3.941
H: -2.326 5.647 0.316
H: -2.893 5.180 1.831
H: -3.667 3.645 -0.786
H: -4.652 4.894 -0.196
H: -4.472 3.572 0.652
C: -1.833 -0.747 3.779
C: -1.710 -2.259 3.843
C: -1.620 -2.914 2.484
C: -1.590 -4.415 2.395
C: -1.941 -4.947 0.997
C: -3.414 -4.971 0.825
H: -1.552 -0.134 4.564
H: -2.858 -0.335 3.180
H: -1.002 -0.562 3.089
H: -2.512 -2.573 4.551
H: -0.746 -2.633 4.175
H: -0.724 -2.662 2.022
H: -2.434 -2.592 1.776
H: -2.623 -4.696 2.875
H: -0.687 -4.874 2.704
H: -1.686 -5.885 0.748
H: -1.530 -4.635 0.240
H: -3.852 -5.799 1.674
H: -3.627 -5.467 -0.091
H: -3.950 -3.880 0.936
C: 2.825 0.627 4.460
C: 2.039 0.660 3.169
C: 3.004 1.079 2.080
C: 2.305 1.186 0.651
C: 3.166 1.745 -0.393
C: 2.529 1.782 -1.812
H: 3.690 -0.024 4.390
H: 2.262 0.140 5.309
H: 3.164 1.632 4.740
H: 1.412 1.458 3.131
H: 1.735 -0.232 2.702
H: 3.632 0.147 1.610
H: 3.564 1.827 2.265
H: 1.688 1.864 0.877
H: 2.063 0.308 0.400
H: 3.979 1.104 -0.380
H: 3.438 2.738 -0.041
H: 1.738 2.611 -1.830
H: 2.240 0.829 -2.069
H: 3.397 2.116 -2.465
C: 4.454 -1.880 -5.986
C: 3.851 -2.897 -4.974
C: 4.254 -2.432 -3.595
C: 3.413 -3.088 -2.401
C: 2.058 -2.514 -2.186
C: 1.558 -2.851 -0.770
H: 3.966 -1.022 -5.805
H: 4.022 -2.159 -6.967
H: 5.446 -2.012 -5.700
H: 3.995 -3.965 -5.144
H: 2.672 -3.007 -5.219
H: 4.193 -1.322 -3.617
H: 5.329 -2.783 -3.422
H: 4.144 -3.100 -1.547
H: 3.518 -4.100 -2.752
H: 1.383 -2.778 -3.055
H: 2.260 -1.405 -1.993
H: 2.055 -2.250 -0.038
H: 1.704 -3.924 -0.496
H: 0.442 -2.598 -0.892
C: -0.176 0.974 -4.066
C: -1.060 0.113 -3.169
C: -0.775 0.475 -1.666
C: -1.836 -0.265 -0.646
C: -3.330 0.310 -0.737
C: -4.208 -0.245 0.423
H: 0.992 0.590 -4.138
H: -0.044 1.941 -3.824
H: -0.448 0.813 -5.168
H: -1.171 -1.075 -3.394
H: -1.945 0.505 -3.624
H: -0.651 1.597 -1.670
H: 0.221 0.164 -1.502
H: -1.369 -0.256 0.276
H: -1.901 -1.364 -0.902
H: -3.684 0.325 -1.779
H: -3.363 1.409 -0.642
H: -4.186 0.304 1.452
H: -4.297 -1.317 0.528
H: -5.206 0.034 0.084

Properties
- SMILES string: CCN(CC)CC.CCCCCC.CCCCCC.CCCCCC.CCCCCC
- E_LUMO: 0.0300 Ha
- ΔE to the lowest compared entry with this formula, charge and spin: 180.8 kJ/mol

[4]
Entry from the OMol25 dataset: C30H71N9O9 as an isolated structure at a distorted geometry (ωB97M-V/def2-TZVPD).

Positions of all 119 atoms, in Å:
O: -0.860 -1.953 0.457
C: -0.185 -0.959 0.492
N: 1.024 -1.142 0.919
C: -0.831 0.398 0.301
H: 1.684 -0.397 1.095
H: 1.234 -2.121 1.054
H: -1.252 0.802 1.222
H: -1.489 0.546 -0.557
H: -0.071 1.167 0.166
O: 2.351 -0.157 2.326
C: 2.023 -0.858 3.240
N: 0.854 -0.795 3.745
C: 3.080 -1.800 3.828
H: 0.229 -0.089 3.385
H: 0.614 -1.542 4.381
H: 4.019 -1.695 3.286
H: 2.629 -2.692 3.393
H: 3.163 -1.717 4.912
O: -2.873 1.208 -0.025
C: -3.144 0.181 0.564
N: -2.857 0.126 1.867
C: -3.868 -1.022 -0.044
H: -2.738 -0.742 2.370
H: -2.595 0.927 2.422
H: -4.560 -1.414 0.701
H: -3.266 -1.888 -0.317
H: -4.650 -0.690 -0.727
O: -4.465 -0.506 -1.974
C: -3.623 -0.094 -2.678
N: -3.362 -0.775 -3.808
C: -2.859 1.115 -2.353
H: -3.743 -1.664 -4.097
H: -2.677 -0.177 -4.248
H: -3.384 1.714 -1.610
H: -2.569 1.776 -3.169
H: -1.901 0.798 -1.939
O: -0.046 1.126 4.556
C: -1.130 0.850 3.936
N: -1.326 1.394 2.738
C: -2.070 -0.234 4.504
H: -2.298 1.631 2.597
H: -0.731 2.195 2.580
H: -2.518 -0.789 3.679
H: -2.781 0.174 5.222
H: -1.506 -0.849 5.205
O: 1.903 0.409 0.195
C: 2.628 1.058 0.877
N: 3.921 0.916 1.006
C: 1.963 2.318 1.491
H: 4.235 0.029 0.640
H: 4.307 1.264 1.872
H: 0.890 2.128 1.528
H: 2.131 3.227 0.914
H: 2.375 2.446 2.492
O: -2.399 -1.843 2.897
C: -2.958 -2.830 2.384
N: -4.024 -3.269 3.007
C: -2.397 -3.658 1.220
H: -4.476 -4.140 2.768
H: -4.380 -2.738 3.789
H: -1.650 -3.203 0.570
H: -3.137 -3.874 0.450
H: -1.955 -4.568 1.627
C: 2.340 -0.868 -3.294
C: 2.340 -1.142 -1.879
N: 3.454 -2.053 -1.583
C: 4.929 -1.764 -1.864
C: 5.538 -0.666 -1.018
C: 3.215 -2.830 -0.406
C: 3.489 -2.265 0.934
H: 1.437 -0.500 -3.780
H: 2.348 -1.853 -3.760
H: 3.136 -0.233 -3.683
H: 2.546 -0.144 -1.491
H: 1.427 -1.574 -1.469
H: 5.509 -2.668 -1.680
H: 5.103 -1.454 -2.895
H: 5.769 0.230 -1.595
H: 4.864 -0.302 -0.243
H: 6.480 -1.054 -0.631
H: 3.939 -3.627 -0.577
H: 2.314 -3.434 -0.292
H: 4.577 -2.244 0.995
H: 3.283 -2.986 1.725
H: 3.049 -1.268 0.945
C: 0.141 4.348 -3.437
C: -0.524 3.534 -2.382
N: -0.415 4.015 -0.981
C: -1.153 3.023 -0.215
C: -0.905 3.252 1.274
C: -0.734 5.448 -0.623
C: 0.521 6.294 -0.418
H: 0.207 3.856 -4.408
H: 1.168 4.657 -3.237
H: -0.328 5.328 -3.526
H: -1.542 3.517 -2.771
H: -0.152 2.514 -2.481
H: -2.236 3.008 -0.336
H: -0.878 2.022 -0.545
H: -1.237 4.247 1.572
H: -1.481 2.563 1.892
H: 0.127 3.373 1.603
H: -1.623 5.728 -0.057
H: -1.078 5.691 -1.629
H: 0.478 7.356 -0.661
H: 1.297 5.943 -1.097
H: 1.054 5.991 0.483
O: -0.988 -5.444 -2.892
C: -1.178 -4.218 -2.856
O: -1.806 -3.677 -1.867
C: -1.702 -2.394 -1.830
C: -0.823 -1.950 -2.942
C: -0.698 -3.185 -3.835
H: -1.518 -2.026 -0.821
H: -2.646 -1.930 -2.114
H: 0.136 -1.764 -2.458
H: -1.106 -0.960 -3.300
H: 0.299 -3.355 -4.240
H: -1.420 -3.145 -4.652

Properties
- E_LUMO: 0.0150 Ha
- ΔE to the lowest compared entry with this formula, charge and spin: 2500.7 kJ/mol